Entry from the Open Molecules 2025 dataset: one molecule with the formula C3H5N3 (ωB97M-V/def2-TZVPD).

Last columns: bonded neighbours and bond lengths (Å).
CARTESIAN COORDINATES (ANGSTROEM)
1 H 1.530 0.715 0.900  N7 0.973
2 H 0.352 -0.751 -1.980  C8 1.096
3 H -2.216 1.930 0.134  C9 1.139
4 N -0.289 1.474 0.903  N7 1.337, C9 1.328
5 N -0.931 0.739 -1.155  C8 1.251, C9 1.335
6 H -0.653 -1.165 0.729  C11 1.094
7 N 0.591 0.470 0.972  H1 0.973, N4 1.337, C11 1.404
8 C -0.086 -0.183 -1.152  H2 1.096, N5 1.251, C11 1.523
9 C -1.243 1.359 -0.014  H3 1.139, N4 1.328, N5 1.335
10 H 0.895 -1.445 0.080  C11 1.049
11 C 0.205 -0.676 0.260  H6 1.094, N7 1.404, C8 1.523, H10 1.049

Calculated values
⟨S²⟩: 2.02
F_max: 5.93 eV/A
HOMO (spin up / spin down): -5.87 / -9.23 eV
ΔE to the lowest compared entry with this formula, charge and spin: 3.3 kcal/mol
Calculated total energy: -281.39566 a.u.
Spin multiplicity: 3

Results of the natural (NBO) charge analysis, in e, for atoms 1 through 6: H 0.379; H 0.185; H 0.203; N -0.277; N -0.495; H 0.220